[1]
Below is a single C3H8OS molecule at a distorted geometry, with properties calculated with the ωB97M-V functional and the def2-TZVPD basis.

Positions of all 13 atoms, in Å:
1 C -0.944 1.046 -1.259
2 S -0.531 -0.096 -0.129
3 C 0.268 0.274 1.529
4 C 0.797 -1.048 -0.904
5 O -1.769 -0.971 0.219
6 H -1.775 1.684 -0.963
7 H -0.154 1.690 -1.110
8 H -0.053 1.337 1.887
9 H -0.333 -0.384 2.167
10 H 1.273 0.218 1.463
11 H 1.164 -1.479 0.034
12 H 0.477 -1.789 -1.571
13 H 1.582 -0.482 -1.364

molecular weight	92.16	u
HOMO energy	-8.38	eV
multiplicity	1
DFT total energy	-16119.1471	eV
orbital gap	9.0	eV
SMILES string	C=S(C)(C)=O
charge	0
LUMO level	0.59	eV
ΔE to the lowest compared entry with this formula, charge and spin	4.090	eV

Here are the natural (NBO) charges for atoms 1 to 5, given in e:
1. C -1.020
2. S 1.708
3. C -0.826
4. C -0.805
5. O -0.922

***

[2]
Below is a single C3H6N2O2S molecule at a distorted geometry, with properties calculated with the ωB97M-V functional and the def2-TZVPD basis.

Positions of all 14 atoms, in Å:
1 O -1.753 -1.907 -0.119
2 C -0.757 -1.211 -0.009
3 N 0.556 -1.696 0.153
4 S 1.938 -0.829 -0.420
5 C 1.479 0.762 0.292
6 C 0.130 1.160 -0.188
7 N -0.864 0.152 0.042
8 O -2.144 0.642 -0.337
9 H 0.615 -2.685 0.311
10 H 2.218 1.494 -0.051
11 H 1.525 0.755 1.370
12 H 0.051 1.379 -1.287
13 H -0.211 2.069 0.336
14 H -2.782 -0.086 -0.092

molecular weight	134.16	u
HOMO energy	-8.76	eV
multiplicity	1
DFT total energy	-21117.1951	eV
orbital gap	9.4	eV
SMILES string	O=C1NSCCN1O
charge	0
LUMO level	0.64	eV
ΔE to the lowest compared entry with this formula, charge and spin	2.654	eV

Here are the natural (NBO) charges for atoms 1 to 5, given in e:
1. O -0.650
2. C 0.749
3. N -0.811
4. S 0.413
5. C -0.560

***

[3]
Below is 12 unconnected molecules or ions with the total composition C66H78N8O22S3 at a distorted geometry, with properties calculated with the ωB97M-V functional and the def2-TZVPD basis.

Positions of all 177 atoms, in Å:
1 C -3.660 -1.215 6.775
2 C -4.824 -0.395 6.645
3 C -5.036 0.402 5.534
4 C -4.135 0.425 4.467
5 C -2.991 -0.411 4.557
6 C -2.759 -1.224 5.702
7 N -4.375 1.220 3.250
8 O -3.447 1.483 2.462
9 O -5.496 1.677 3.084
10 H -3.542 -1.851 7.641
11 H -5.531 -0.513 7.452
12 H -5.880 1.075 5.497
13 H -2.258 -0.561 3.778
14 H -1.975 -1.965 5.678
15 C -1.911 -2.604 -4.593
16 C -1.614 -1.425 -5.162
17 C -2.151 -0.215 -4.706
18 C -3.190 -0.179 -3.688
19 C -3.490 -1.405 -3.092
20 C -2.947 -2.627 -3.613
21 N -3.806 1.143 -3.325
22 O -3.843 2.066 -4.193
23 O -4.358 1.254 -2.268
24 H -1.551 -3.587 -4.860
25 H -0.842 -1.492 -5.914
26 H -1.854 0.740 -5.111
27 H -4.203 -1.413 -2.280
28 H -3.288 -3.589 -3.259
29 C -7.195 -0.114 -0.233
30 C -8.288 -0.882 -0.598
31 C -8.131 -2.247 -0.724
32 C -6.953 -2.898 -0.545
33 C -5.817 -2.105 -0.235
34 C -5.929 -0.719 -0.044
35 N -6.839 -4.327 -0.662
36 O -7.882 -4.918 -0.979
37 O -5.777 -4.881 -0.318
38 H -7.298 0.961 -0.271
39 H -9.283 -0.467 -0.664
40 H -9.013 -2.855 -0.862
41 H -4.902 -2.654 -0.066
42 H -5.026 -0.176 0.195
43 C 2.061 -1.021 -5.128
44 C 1.980 -1.983 -4.151
45 C 3.068 -2.658 -3.667
46 C 4.327 -2.395 -4.185
47 C 4.421 -1.482 -5.229
48 C 3.325 -0.786 -5.675
49 N 5.521 -3.128 -3.770
50 O 5.429 -4.008 -2.909
51 O 6.639 -2.814 -4.239
52 H 1.186 -0.472 -5.441
53 H 0.973 -2.146 -3.798
54 H 2.975 -3.374 -2.863
55 H 5.394 -1.213 -5.611
56 H 3.478 0.015 -6.383
57 C -0.433 2.503 3.883
58 C -1.663 3.180 3.920
59 C -2.390 3.285 5.073
60 C -1.950 2.650 6.256
61 C -0.783 1.890 6.230
62 C -0.072 1.784 5.031
63 N -2.708 2.873 7.568
64 O -3.825 3.406 7.528
65 O -2.152 2.678 8.616
66 H 0.028 2.338 2.920
67 H -1.967 3.540 2.948
68 H -3.331 3.812 5.015
69 H -0.491 1.281 7.073
70 H 0.816 1.170 5.046
71 C 0.470 -5.733 1.985
72 C 0.904 -6.924 2.528
73 C 1.535 -6.917 3.723
74 C 1.754 -5.761 4.453
75 C 1.227 -4.523 3.956
76 C 0.653 -4.505 2.725
77 N 2.566 -5.752 5.686
78 O 3.016 -6.843 6.061
79 O 2.816 -4.659 6.266
80 H -0.116 -5.772 1.078
81 H 0.811 -7.891 2.058
82 H 1.993 -7.818 4.103
83 H 1.247 -3.689 4.641
84 H 0.285 -3.579 2.308
85 C -3.747 -5.203 4.155
86 C -3.067 -4.221 3.507
87 C -2.790 -4.352 2.139
88 C -3.182 -5.534 1.466
89 C -4.005 -6.454 2.112
90 C -4.232 -6.296 3.462
91 N -2.763 -5.808 0.060
92 O -3.251 -6.822 -0.442
93 O -2.052 -4.958 -0.508
94 H -4.008 -5.112 5.199
95 H -2.865 -3.281 3.999
96 H -2.185 -3.670 1.560
97 H -4.427 -7.284 1.565
98 H -4.845 -6.971 4.041
99 C 8.437 -0.374 -0.471
100 C 7.541 0.728 -0.363
101 C 6.169 0.458 -0.442
102 C 5.695 -0.862 -0.598
103 C 6.611 -1.877 -0.777
104 C 7.938 -1.669 -0.708
105 N 4.300 -1.204 -0.406
106 O 3.937 -2.368 -0.527
107 O 3.526 -0.324 -0.154
108 H 9.491 -0.140 -0.462
109 H 8.005 1.700 -0.297
110 H 5.466 1.267 -0.307
111 H 6.172 -2.861 -0.847
112 H 8.601 -2.522 -0.739
113 C 3.808 2.319 -2.838
114 C 5.077 3.119 -2.433
115 C 6.361 2.514 -3.019
116 C 6.489 2.590 -4.539
117 C 7.564 1.754 -5.162
118 C 7.827 2.137 -6.565
119 H 3.914 1.270 -2.562
120 H 3.769 2.306 -3.927
121 H 2.862 2.629 -2.392
122 H 4.894 4.099 -2.873
123 H 5.070 3.165 -1.344
124 H 6.365 1.468 -2.714
125 H 7.239 3.015 -2.613
126 H 5.521 2.454 -5.020
127 H 6.726 3.645 -4.678
128 H 8.505 1.880 -4.626
129 H 7.319 0.692 -5.147
130 H 8.048 3.202 -6.632
131 H 8.691 1.600 -6.957
132 H 6.894 1.979 -7.106
133 C -4.054 4.205 -0.215
134 C -4.541 5.296 -1.228
135 C -3.605 5.147 -2.464
136 S -1.955 4.452 -1.825
137 O -0.942 5.512 -1.894
138 O -1.657 3.177 -2.381
139 C -2.539 4.303 -0.083
140 H -4.349 3.261 -0.674
141 H -4.589 4.372 0.720
142 H -4.415 6.250 -0.717
143 H -5.602 5.209 -1.466
144 H -3.456 6.054 -3.050
145 H -3.852 4.370 -3.188
146 H -2.265 5.274 0.330
147 H -2.147 3.410 0.404
148 C 0.420 0.177 -1.596
149 C 0.335 1.066 -0.351
150 C -1.003 0.799 0.305
151 S -1.203 -1.001 0.191
152 O -2.646 -1.375 0.006
153 O -0.478 -1.539 1.338
154 C -0.181 -1.207 -1.284
155 H 1.454 0.205 -1.941
156 H -0.180 0.657 -2.368
157 H 0.334 2.126 -0.602
158 H 1.131 0.880 0.370
159 H -1.839 1.126 -0.312
160 H -1.128 0.975 1.374
161 H -0.867 -1.497 -2.080
162 H 0.514 -2.046 -1.240
163 C 3.345 5.652 -0.029
164 C 2.227 6.645 -0.117
165 C 1.196 6.481 0.967
166 S 1.380 4.724 1.492
167 O 0.133 4.078 1.193
168 O 1.990 4.750 2.855
169 C 2.782 4.259 0.291
170 H 4.034 5.798 0.803
171 H 3.857 5.756 -0.986
172 H 1.688 6.426 -1.039
173 H 2.553 7.681 -0.215
174 H 0.214 6.726 0.561
175 H 1.283 7.121 1.845
176 H 2.098 3.927 -0.490
177 H 3.386 3.419 0.635

<S²>	0.764
molecular weight	1431.58	u
HOMO energy (alpha / beta)	-1.93 / -5.68	eV
multiplicity	2
DFT total energy	-159155.1935	eV
orbital gap (alpha / beta)	2.3 / 6.0	eV
charge	-1
LUMO level (alpha / beta)	0.33 / 0.33	eV

Here are the Löwdin charges for atoms 1 to 5, given in e:
1. C -0.044
2. C -0.057
3. C -0.014
4. C -0.128
5. C 0.015

***

[4]
Below is 2 unconnected molecules or ions with the total composition C6H14O2 at a distorted geometry, with properties calculated with the ωB97M-V functional and the def2-TZVPD basis.

Positions of all 22 atoms, in Å:
1 O -1.940 1.370 0.299
2 C -2.435 0.361 -0.134
3 C -1.721 -0.826 -0.719
4 C -0.286 -0.969 -0.220
5 C 0.671 0.016 -0.882
6 C 2.042 -0.617 -1.144
7 C 0.934 1.265 -0.023
8 H -3.547 0.364 -0.106
9 H -1.746 -0.757 -1.811
10 H -2.363 -1.653 -0.410
11 H -0.269 -0.900 0.872
12 H 0.038 -1.995 -0.413
13 H 0.269 0.449 -1.796
14 H 2.517 -0.759 -0.163
15 H 2.729 0.000 -1.715
16 H 1.988 -1.639 -1.520
17 H 1.666 1.174 0.774
18 H 1.218 2.131 -0.617
19 H 0.029 1.592 0.553
20 H 0.022 0.493 2.258
21 H -0.227 0.558 3.799
22 O 0.412 0.343 3.119

<S²>	0.757
molecular weight	118.18	u
HOMO energy (alpha / beta)	-14.87 / -14.86	eV
multiplicity	2
DFT total energy	-10533.6001	eV
orbital gap (alpha / beta)	9.1 / 5.3	eV
charge	+1
LUMO level (alpha / beta)	-5.79 / -9.60	eV
ΔE to the lowest compared entry with this formula, charge and spin	1.567	eV

Here are the natural (NBO) charges for atoms 1 to 5, given in e:
1. O -0.108
2. C 0.470
3. C -0.480
4. C -0.412
5. C -0.248

***

[5]
Below is a molecular structure, C14H27ClIN2O2P2V at a distorted geometry, with properties calculated with the ωB97M-V functional and the def2-TZVPD basis.

Positions of all 50 atoms, in Å:
1 C 2.929 0.196 -0.451
2 C 2.051 0.419 0.793
3 H 3.383 -0.825 -0.488
4 H 3.707 0.979 -0.583
5 H 2.439 0.189 -1.426
6 O 1.863 -0.659 1.408
7 I -1.208 2.861 1.315
8 V -0.294 0.864 -0.946
9 P -0.920 0.296 -3.000
10 C -2.079 -1.017 -2.799
11 C -1.621 1.869 -3.533
12 H -2.012 1.747 -4.527
13 H 0.103 -0.472 -4.948
14 H -0.855 2.661 -3.521
15 H 1.206 0.663 -4.078
16 H -2.861 -0.724 -2.087
17 H -2.418 2.183 -2.849
18 C 0.498 -0.182 -3.977
19 H -2.495 -1.148 -3.789
20 H 1.019 -1.035 -3.506
21 H -1.600 -1.938 -2.448
22 P 1.318 1.991 1.592
23 C 0.986 1.136 3.188
24 C 3.132 2.249 1.901
25 H 1.343 4.535 1.552
26 H 1.710 4.050 3.257
27 H 0.100 4.059 2.687
28 C 1.112 3.831 2.361
29 H 3.521 2.851 1.068
30 H 3.289 2.748 2.863
31 H 1.686 1.510 3.953
32 H 1.180 0.060 3.050
33 H 3.678 1.282 1.928
34 H -0.034 1.221 3.573
35 Cl 1.103 2.456 -1.874
36 N -1.756 -5.279 0.365
37 C -1.344 -4.137 -0.185
38 O -0.935 -4.058 -1.354
39 C -1.399 -2.905 0.667
40 C -2.216 -2.778 1.831
41 C -2.328 -1.468 2.395
42 C -1.832 -0.389 1.660
43 N -1.033 -0.560 0.574
44 C -0.650 -1.776 0.232
45 H -1.728 -6.063 -0.260
46 H -2.280 -5.287 1.257
47 H -2.749 -3.648 2.284
48 H -2.786 -1.332 3.387
49 H -2.065 0.646 1.989
50 H 0.143 -1.871 -0.499

<S²>	0.836
molecular weight	530.63	u
HOMO energy (alpha / beta)	-18.25 / -18.06	eV
multiplicity	2
DFT total energy	-86885.6342	eV
orbital gap (alpha / beta)	4.8 / 4.8	eV
charge	+3
LUMO level (alpha / beta)	-13.44 / -13.23	eV

Here are the natural (NBO) charges for atoms 1 to 5, given in e:
1. C -0.728
2. C 0.371
3. H 0.301
4. H 0.290
5. H 0.242

***

[6]
Below is a molecular structure, C40H38F6O2S at a distorted geometry, with properties calculated with the ωB97M-V functional and the def2-TZVPD basis.

Positions of all 87 atoms, in Å:
1 F 7.222 -0.941 46.362
2 C 6.588 0.257 46.760
3 C 6.869 1.471 45.998
4 C 6.480 2.713 46.517
5 C 5.803 2.807 47.740
6 C 5.600 1.561 48.589
7 C 5.979 0.344 48.023
8 H 7.338 1.306 44.914
9 H 6.602 3.712 45.881
10 H 5.746 3.715 48.218
11 H 5.078 1.688 49.515
12 H 5.890 -0.630 48.550
13 F 0.360 2.153 56.255
14 C 0.881 1.427 57.253
15 C 1.304 2.081 58.463
16 C 1.920 1.540 59.518
17 C 2.112 0.171 59.543
18 C 1.817 -0.576 58.403
19 C 1.187 0.080 57.277
20 H 1.215 2.967 58.441
21 H 2.400 2.007 60.460
22 H 2.700 -0.415 60.317
23 H 1.841 -1.663 58.342
24 H 0.959 -0.502 56.399
25 F 8.367 -0.253 53.978
26 C 6.950 -0.250 54.054
27 C 6.162 0.265 53.031
28 C 4.774 0.390 53.279
29 C 4.265 -0.072 54.527
30 C 5.131 -0.669 55.508
31 C 6.448 -0.671 55.374
32 H 6.497 0.705 52.247
33 H 4.272 0.968 52.544
34 H 3.222 0.061 54.623
35 H 4.479 -1.144 56.417
36 H 7.037 -1.298 56.103
37 F 4.104 3.426 44.456
38 C 3.221 3.362 45.547
39 C 2.793 4.524 46.157
40 C 1.947 4.410 47.352
41 C 1.427 3.227 47.720
42 C 1.712 2.056 47.070
43 C 2.740 2.127 46.031
44 H 3.367 5.574 45.848
45 H 1.452 5.168 47.953
46 H 0.695 3.233 48.504
47 H 1.454 1.013 47.586
48 H 3.176 1.120 45.505
49 F -1.055 -1.117 53.550
50 C -2.419 -1.307 53.634
51 C -2.817 -2.658 53.359
52 C -4.150 -2.988 53.446
53 C -5.067 -1.905 53.757
54 C -4.801 -0.620 53.947
55 C -3.371 -0.334 53.770
56 H -1.962 -3.244 53.335
57 H -4.441 -3.920 53.375
58 H -6.325 -2.241 53.885
59 H -5.557 0.076 54.179
60 H -2.988 0.640 53.936
61 F 0.319 6.253 58.580
62 C 0.769 6.345 57.271
63 C 1.964 5.785 56.931
64 C 2.595 5.876 55.746
65 C 2.020 6.632 54.761
66 C 0.770 7.327 55.016
67 C 0.101 7.021 56.245
68 H 2.269 5.347 57.734
69 H 3.490 5.121 55.487
70 H 2.477 6.752 53.766
71 H 0.393 7.917 54.237
72 H -0.814 7.255 56.436
73 C 2.113 3.586 52.983
74 C 0.624 4.063 53.187
75 C -0.260 3.322 52.459
76 S 0.653 1.925 52.015
77 O 0.080 1.500 50.764
78 O 0.806 0.892 53.012
79 C 2.155 2.824 51.705
80 H 2.278 2.847 53.817
81 H 2.998 4.224 52.929
82 H 0.578 5.149 52.682
83 H 0.489 4.207 54.269
84 H -0.629 3.531 51.558
85 H -0.942 2.754 53.226
86 H 2.078 3.397 50.908
87 H 3.011 2.215 51.334

molecular weight	696.80	u
HOMO energy	-9.08	eV
multiplicity	1
DFT total energy	-73318.9235	eV
orbital gap	9.2	eV
charge	0
LUMO level	0.11	eV
ΔE to the lowest compared entry with this formula, charge and spin	2.952	eV

Here are the Löwdin charges for atoms 1 to 5, given in e:
1. F -0.006
2. C -0.214
3. C -0.028
4. C -0.134
5. C -0.069

***

Q: What is the formula in the sixth record?
A: C40H38F6O2S